# C32H36BrN5O13P2

5 unconnected molecules or ions with the total composition C32H36BrN5O13P2 (ωB97M-V with the def2-TZVPD basis set, the Open Molecules 2025 dataset).

Cartesian coordinates (Å):
1 C 0.745428 -1.291041 0.507442
2 C -0.356034 -0.710912 -0.552974
3 C -1.803057 -0.814036 0.137117
4 Br -2.433411 1.048504 0.457575
5 C -2.858839 -1.757350 -0.644762
6 C -4.355270 -1.245743 -0.385094
7 P -5.727096 -2.424135 -0.880923
8 O -5.313214 -3.862966 -1.160836
9 O -6.586559 -1.866213 -2.269732
10 O -6.883980 -2.401565 0.399092
11 C -2.789310 -1.872548 -2.246688
12 O -2.706285 -3.314954 -2.516878
13 C -2.206048 -4.162520 -1.486973
14 O -1.701107 -5.289715 -1.565069
15 C -2.410885 -3.221697 -0.172200
16 P -3.237907 -3.978447 1.356778
17 N -2.090664 -4.687076 2.264687
18 H 1.750527 -0.743686 0.413485
19 H 0.834248 -2.418101 0.288324
20 H 0.419119 -1.176248 1.589983
21 H -0.227021 -1.353901 -1.490083
22 H -0.087147 0.384539 -0.718461
23 H -1.677544 -1.289318 1.182047
24 H -4.490057 -0.295835 -1.030802
25 H -4.523869 -0.938493 0.708825
26 H -7.028353 -1.030590 -1.979911
27 H -6.842931 -1.497938 0.808127
28 H -3.665092 -1.368976 -2.807010
29 H -1.883434 -1.467267 -2.807685
30 H -1.312633 -3.158871 0.191149
31 H -4.274388 -4.926755 0.994066
32 H -3.756365 -2.905232 2.163830
33 H -1.172771 -4.610704 1.805959
34 O 1.702578 -9.446615 3.172954
35 N 0.780528 -10.249192 3.147632
36 O 0.914198 -11.459150 3.263297
37 C -0.575142 -9.726302 2.961463
38 C -0.766540 -8.356391 2.788608
39 C -2.052925 -7.866549 2.588240
40 C -3.135063 -8.742157 2.566244
41 C -2.938362 -10.108259 2.749813
42 C -1.655328 -10.606397 2.947902
43 H 0.068400 -7.664770 2.803709
44 H -2.211986 -6.799218 2.445703
45 H -4.137768 -8.357742 2.404038
46 H -3.786194 -10.785198 2.734507
47 H -1.514912 -11.672650 3.086477
48 O 0.281525 2.363691 3.497088
49 N 1.135918 1.874705 2.771657
50 O 1.185701 0.690046 2.463874
51 C 2.170202 2.763021 2.238828
52 C 2.169073 4.109164 2.595097
53 C 3.167712 4.944982 2.106022
54 C 4.152953 4.436196 1.265221
55 C 4.143631 3.090652 0.902456
56 C 3.150705 2.248271 1.390585
57 H 1.407606 4.518019 3.248979
58 H 3.180510 5.992382 2.382394
59 H 4.931727 5.090093 0.891910
60 H 4.907418 2.698980 0.249399
61 H 3.155518 1.201980 1.105464
62 O 4.170529 4.937130 -1.439332
63 N 5.274713 4.456352 -1.644849
64 O 5.952713 3.874533 -0.801371
65 C 5.832217 4.586735 -2.992743
66 C 5.113159 5.271452 -3.970600
67 C 5.657038 5.413477 -5.242417
68 C 6.905794 4.870978 -5.531145
69 C 7.614212 4.179374 -4.552922
70 C 7.079475 4.034774 -3.277407
71 H 4.139474 5.698750 -3.758264
72 H 5.108691 5.950297 -6.009227
73 H 7.329728 4.988691 -6.523755
74 H 8.585763 3.756157 -4.784474
75 H 7.642772 3.496480 -2.523157
76 O 1.009401 8.447726 0.833046
77 N 0.597507 7.318739 1.055850
78 O 1.029490 6.585228 1.932947
79 C -0.483286 6.806485 0.211328
80 C -0.979522 7.595674 -0.824372
81 C -1.989480 7.095294 -1.638830
82 C -2.498641 5.819637 -1.413917
83 C -2.005686 5.040536 -0.371330
84 C -0.993795 5.531541 0.446647
85 H -0.591217 8.590879 -1.009937
86 H -2.378540 7.698780 -2.452109
87 H -3.283357 5.430090 -2.055457
88 H -2.408257 4.048098 -0.198944
89 H -0.615872 4.913047 1.253986

Cartesian forces, eV/Å:
-0.3 -0.4 -0.4
1.1 -0.4 1.5
0.5 -0.8 -0.4
0.1 -0.6 0.0
-0.1 0.1 -0.5
-0.2 0.8 0.4
-1.6 -3.4 -1.0
-0.6 3.5 0.9
1.3 0.5 3.3
2.2 1.7 -1.8
1.1 -0.4 -0.4
0.8 -1.3 0.1
-0.5 0.4 0.6
-2.2 4.4 -0.2
0.9 -0.2 -0.4
2.9 -1.6 0.9
-1.0 1.0 -1.4
-1.5 -1.1 0.0
0.3 1.7 0.4
0.3 -0.1 -1.6
-0.5 1.2 1.2
-0.6 -1.6 -0.2
-0.3 1.1 -1.6
0.2 -1.4 1.2
0.2 -0.5 -1.6
0.2 -0.7 -0.6
-0.3 -1.1 -0.3
1.0 -1.4 1.1
-0.9 -0.2 1.3
-1.8 0.1 -0.3
0.3 1.2 0.1
-0.5 -0.3 -1.0
-0.5 -0.1 0.4
-0.4 -0.4 0.0
0.5 -0.2 0.1
-0.1 0.5 0.0
-0.7 0.3 -0.1
0.0 0.0 0.0
-0.1 -0.2 0.0
0.2 -0.1 0.0
0.1 0.2 0.0
0.0 -0.1 0.0
0.0 -0.2 0.0
0.1 -0.2 0.1
0.1 0.0 0.0
0.1 0.0 0.0
0.2 0.2 0.0
0.3 -0.3 -0.4
-0.3 -0.1 0.3
0.0 0.7 0.3
0.5 0.5 -0.2
-0.1 -0.1 0.1
0.4 -0.4 -0.1
-0.2 -0.1 0.4
-0.7 -0.3 0.7
0.1 0.0 0.0
0.1 -0.2 -0.1
0.0 -0.2 0.0
-0.1 -0.1 0.2
-0.3 -0.2 0.3
-0.1 0.1 0.2
0.6 -0.2 -0.3
0.0 -0.1 0.2
0.3 0.9 -1.3
0.3 0.0 -0.8
-0.1 0.1 0.0
0.2 -0.1 0.2
0.0 0.0 0.0
-0.2 0.1 0.0
0.1 -0.1 0.1
0.2 -0.1 0.2
0.0 -0.1 0.1
-0.1 0.0 0.1
-0.1 0.0 0.1
-0.2 0.1 0.0
-0.2 -0.6 0.1
0.4 0.3 0.3
-0.6 0.7 -0.4
-0.6 -0.3 -0.5
0.0 0.1 0.0
0.1 -0.2 0.2
0.0 0.0 0.0
0.1 0.3 -0.1
0.1 -0.1 0.1
0.1 -0.2 0.2
0.1 0.0 0.1
0.1 0.1 0.1
0.1 0.1 0.0
0.1 0.2 -0.1

Output
HOMO = -8.65 eV
SMILES = CC[C@@H](Br)[C@@]1(CP(=O)(O)O)COC(=O)[C@@H]1[PH2]=N.O=[N+]([O-])c1ccccc1.O=[N+]([O-])c1ccccc1.O=[N+]([O-])c1ccccc1.O=[N+]([O-])c1ccccc1
net charge = 0
HOMO-LUMO gap = 7.55 eV



# C38H40AsBrIN3RuSb2

A molecular structure, C38H40AsBrIN3RuSb2 (ωB97M-V with the def2-TZVPD basis set, the Open Molecules 2025 dataset).

Cartesian coordinates (Å):
1 Ru -0.134395 -0.274121 0.232624
2 C -3.243203 2.246662 -0.190739
3 Sb -1.295998 2.088531 0.631470
4 C -0.349229 3.814245 -0.139332
5 C -1.649934 2.685975 2.651939
6 C -0.385136 3.084869 3.352271
7 C 0.037662 4.411040 3.280228
8 C 1.185538 4.838408 3.927160
9 C 1.927438 3.934996 4.675428
10 C 1.510912 2.616593 4.762789
11 C 0.364845 2.173340 4.103689
12 C -0.039689 0.734448 4.240111
13 Sb 0.764703 -0.444144 2.641748
14 C 0.632199 -2.420558 3.393141
15 C 2.827655 -0.051943 2.918640
16 H -3.537846 3.288900 -0.068560
17 H -3.938423 1.612458 0.354763
18 H -3.255664 1.994796 -1.249002
19 H -0.981919 4.656036 0.142063
20 H -0.275316 3.770538 -1.223127
21 H 0.637980 3.938754 0.300905
22 H -2.208398 1.894905 3.150729
23 H -2.323571 3.538789 2.552200
24 H -0.563962 5.131177 2.737285
25 H 1.483170 5.876562 3.872087
26 H 2.808638 4.261612 5.210448
27 H 2.067282 1.924600 5.385132
28 H -1.113394 0.575716 4.324142
29 H 0.425356 0.285520 5.120074
30 H 1.186512 -2.452375 4.331298
31 H 1.093653 -3.098615 2.682830
32 H -0.394748 -2.726755 3.579112
33 H 3.041195 -0.244180 3.970248
34 H 3.069895 0.990595 2.714925
35 H 3.428979 -0.736206 2.318927
36 Br -6.458868 -2.375886 1.370203
37 C -4.715441 -1.778364 1.143893
38 C -4.247639 -1.406918 -0.110859
39 C -2.941794 -0.986753 -0.233015
40 N -2.087280 -0.910290 0.802765
41 C -2.557396 -1.255926 2.014497
42 C -3.845415 -1.692793 2.227848
43 H -4.884940 -1.450259 -0.983091
44 H -2.554052 -0.706018 -1.204746
45 H -1.882314 -1.177995 2.853812
46 H -4.166817 -1.962302 3.224234
47 C 3.629374 -6.494031 -0.489314
48 C 3.119937 -6.010323 0.708486
49 C 2.566591 -4.740510 0.762594
50 C 2.511252 -3.972472 -0.395018
51 C 3.029295 -4.439664 -1.596357
52 C 3.586653 -5.711365 -1.633383
53 As 1.662780 -2.221836 -0.384515
54 C -0.183037 -2.688177 -0.786279
55 C -0.982083 -3.574332 -0.053530
56 C -2.119986 -4.094672 -0.632003
57 C -2.462854 -3.732420 -1.940325
58 C -1.669595 -2.871108 -2.680910
59 C -0.502248 -2.357143 -2.118316
60 C 0.557896 -1.632636 -2.852712
61 C 0.440861 -1.099287 -4.132307
62 C 1.555916 -0.550648 -4.753332
63 C 2.788903 -0.540197 -4.112101
64 C 2.911433 -1.042938 -2.821070
65 C 1.797001 -1.578489 -2.198722
66 H 4.067153 -7.482141 -0.528522
67 H 3.161829 -6.616828 1.602939
68 H 2.190677 -4.373548 1.706934
69 H 2.995755 -3.843148 -2.497536
70 H 3.989128 -6.085938 -2.564822
71 H -0.699008 -3.872214 0.950190
72 H -2.732691 -4.804133 -0.091545
73 H -3.344885 -4.164674 -2.395766
74 H -1.923888 -2.660448 -3.711835
75 H -0.503592 -1.134608 -4.661047
76 H 1.469241 -0.151438 -5.754970
77 H 3.657356 -0.142655 -4.620360
78 H 3.877580 -1.036595 -2.329877
79 I 2.725209 3.491356 -3.683997
80 C 2.404680 2.281574 -2.053718
81 C 3.289570 1.946200 -1.050669
82 N 2.642126 1.123140 -0.205648
83 N 1.381481 0.896976 -0.609570
84 C 1.230528 1.598715 -1.735087
85 H 4.315663 2.232791 -0.885138
86 H 3.011509 0.656715 0.606745
87 H 0.305385 1.561903 -2.290625

Cartesian forces, eV/Å:
0.0 -0.2 0.3
0.0 0.0 0.0
0.0 0.1 0.1
0.0 0.0 0.0
0.0 -0.1 0.0
0.0 0.0 0.0
0.0 0.0 0.0
0.0 0.0 0.0
0.0 0.0 0.0
0.0 0.0 0.0
0.0 0.0 0.0
0.0 0.0 0.0
0.0 0.0 0.1
0.0 0.0 0.0
0.0 0.0 0.0
0.0 0.0 0.0
0.0 0.0 0.0
0.0 0.0 0.0
0.0 0.0 0.0
0.0 0.0 0.0
0.0 0.0 0.0
0.0 0.0 0.0
0.0 0.0 0.0
0.0 0.0 0.0
0.0 0.0 0.0
0.0 0.0 0.0
0.0 0.0 0.0
0.0 0.0 0.0
0.0 0.0 0.0
0.0 0.0 0.0
0.0 0.0 0.0
0.0 0.0 0.0
0.0 0.0 0.0
0.0 0.0 0.0
0.0 0.0 0.0
0.0 0.0 0.0
0.0 0.0 0.0
0.0 0.0 0.0
-0.1 0.0 0.0
0.1 0.0 0.0
-0.1 0.0 0.0
0.0 0.0 0.0
0.0 0.0 0.0
0.0 0.0 0.0
0.0 0.0 0.0
0.0 0.0 0.0
0.0 0.0 0.0
0.0 0.0 0.0
0.0 0.0 0.0
0.1 0.1 0.3
0.0 0.0 0.0
0.0 0.0 0.0
-0.4 0.0 -0.4
0.1 0.0 -0.2
0.0 0.0 0.0
0.0 0.0 0.0
0.0 0.0 0.0
0.0 0.0 0.0
0.0 0.0 0.0
0.0 0.0 0.0
0.0 0.0 0.0
0.0 0.0 0.0
0.0 0.0 0.0
0.0 0.0 0.0
0.1 0.0 0.0
0.0 0.0 0.0
0.0 0.0 0.0
0.0 0.0 0.0
0.0 0.0 0.0
0.0 0.0 0.0
0.0 0.0 0.0
0.0 0.0 0.0
0.0 0.0 0.0
0.0 0.0 0.0
0.0 0.0 0.0
0.0 0.0 0.0
0.0 0.0 0.0
0.0 0.0 0.0
0.0 0.0 0.0
0.0 0.0 -0.1
0.0 0.0 0.1
0.0 0.1 0.0
-0.1 0.0 0.0
0.1 -0.1 0.0
0.0 0.0 0.0
0.0 0.0 0.0
0.0 0.0 0.0

Output
HOMO (alpha / beta) = -16.00 / -15.97 eV
energy relative to the best compared isomer or geometry (same formula, charge and spin) = 44.82 kJ/mol
net charge = +3
multiplicity = 2
HOMO-LUMO gap (alpha / beta) = 6.24 / 5.76 eV



# C6H13N3

A gas-phase ion, C6H13N3 (charge +2) (ωB97M-V with the def2-TZVPD basis set, the Open Molecules 2025 dataset).

Cartesian coordinates (Å):
1 C -2.950480 -0.986635 0.688272
2 C -2.209278 0.145384 0.015460
3 N -2.962248 1.031110 -0.565646
4 N -0.870852 0.116398 -0.029304
5 C 0.113149 0.598032 0.599706
6 C 1.625742 0.026293 -0.259758
7 C 1.513700 -1.122675 -1.137752
8 C 2.584076 1.140961 -0.231252
9 N 2.659617 0.079348 0.784670
10 H -2.518676 -1.938026 0.608408
11 H -3.985246 -1.015856 0.330480
12 H -2.904751 -0.772227 1.796750
13 H -3.974560 0.813496 -0.481592
14 H -2.510392 1.786194 -0.942906
15 H 0.228769 1.554124 1.074176
16 H 1.742534 -0.977369 -2.127446
17 H 0.614684 -1.717068 -0.941634
18 H 2.387502 -1.772158 -0.980522
19 H 3.380158 1.261480 -0.933638
20 H 2.087487 2.065658 0.198788
21 H 3.549937 -0.486981 0.797224
22 H 2.399130 0.170527 1.737514

Cartesian forces, eV/Å:
-0.2 1.7 1.4
-1.2 -1.1 0.6
-0.8 -3.0 1.6
0.5 0.4 1.4
2.0 -2.1 -5.5
-2.7 1.6 2.5
0.6 -2.0 1.6
-2.3 1.9 1.1
2.9 -1.3 0.2
0.9 -1.2 -0.6
0.2 0.0 0.3
-0.4 -0.1 -1.0
0.9 1.1 -0.7
0.4 2.7 -1.5
-0.3 0.2 1.3
-0.6 1.1 -2.7
0.2 0.2 -0.3
-0.3 -0.2 0.8
0.5 -0.1 -0.1
1.4 -0.8 -0.8
-1.3 0.3 -0.7
-0.5 0.8 1.0

Output
HOMO = -18.86 eV
SMILES = CC(=[NH2+])/N=C/[C@@]1(C)C[NH2+]1
energy relative to the best compared isomer or geometry (same formula, charge and spin) = 268.18 kJ/mol
net charge = +2
HOMO-LUMO gap = 10.48 eV



# C4H13NO3

4 unconnected molecules or ions with the total composition C4H13NO3 (ωB97M-V with the def2-TZVPD basis set, the Open Molecules 2025 dataset).

Cartesian coordinates (Å):
1 O 0.254332 -1.212140 -1.828129
2 C 0.148699 -2.327433 -0.915060
3 C -0.104398 -2.055881 0.378600
4 C -0.064780 -0.623662 0.754459
5 C -1.339645 0.058171 0.365358
6 N -1.531525 1.375232 1.153153
7 H 2.792037 -0.971724 -0.879870
8 H 2.531964 -0.746932 -1.522213
9 H -0.703260 -2.699577 1.072679
10 H 0.197397 -0.728331 1.820617
11 H 0.658335 -0.006370 0.168457
12 H -2.133172 -0.638967 0.608828
13 H -1.338772 0.124601 -0.745062
14 H -1.319165 2.252932 0.569374
15 H -0.690147 1.319544 1.711139
16 H 0.152570 -1.309319 -2.808703
17 H 0.870843 2.390366 -1.662350
18 O 0.485767 1.703575 -1.073717
19 H 0.833979 1.760747 -0.171085
20 H 1.802694 1.979961 2.072629
21 O 1.163164 1.675974 1.426014

Cartesian forces, eV/Å:
-0.9 -3.5 0.6
0.2 5.6 0.2
-2.1 -3.6 -2.5
3.1 2.3 0.3
-2.2 0.5 -0.1
0.6 -0.7 -2.4
0.3 -0.1 0.4
0.0 0.2 -0.4
1.1 0.2 -0.8
0.0 0.9 -0.3
0.1 -1.3 1.2
-0.7 0.2 0.3
-0.1 0.6 0.8
-0.4 -2.1 0.7
0.4 0.8 0.9
0.4 -0.5 1.2
-0.2 -0.8 1.1
-0.3 0.4 -2.4
1.0 0.8 1.1
0.1 0.2 -0.1
-0.1 -0.3 0.2

Output
HOMO = -7.97 eV
energy relative to the best compared isomer or geometry (same formula, charge and spin) = 1084.28 kJ/mol
net charge = 0
HOMO-LUMO gap = 3.69 eV



| no. | calculated total energy (a.u.) |
| --- | --- |
| 1 | -5749.181381 |
| 2 | -7318.210399 |
| 3 | -399.959126 |
| 4 | -440.302215 |